Entry 1:
Below is a cluster of 2 separate species, C9H15BrN2 in total in a non-equilibrium geometry, with properties calculated with ωB97M-V with the def2-TZVPD basis set.

Calculated values
Energy above the lowest of the compared OMol25 structures with the same formula, charge and spin ... 18.06 kcal per mole
E_tot ... -82596.9034 eV
LUMO level ... 0.02059 Eh

Structure (XYZ):
```
27
Properties=species:S:1:pos:R:3:mulliken_charge:R:1
H -2.3611 -0.6756 -0.8642 0.391
H -0.7471 3.1388 2.5880 0.386
N 0.5141 1.4118 2.6863 0.258
C -0.2573 0.4111 2.1304 -0.486
H -0.0454 -1.3050 -2.9842 0.436
H 0.9750 0.0540 -2.5067 0.415
C -0.0632 0.4869 -0.1412 -1.432
H -1.7278 -2.2216 -1.4308 0.438
C 0.0047 -0.4161 -2.3603 -1.768
C -1.5856 -1.4212 -0.7083 -1.816
H -1.7055 -1.8349 0.2889 0.366
H 0.8266 -2.6918 -1.0921 0.441
C 1.2817 3.2914 3.4886 -0.553
H 2.2834 0.3050 3.1723 0.351
H -0.8528 1.2066 -0.3009 0.541
H 1.8769 -1.3620 -0.5999 0.403
N 2.2546 2.3539 3.6689 -0.631
H 0.1089 -0.5861 2.3414 0.394
H 0.7735 -2.0961 0.5652 0.331
H -0.7669 0.2782 -2.6853 0.412
C 0.2001 2.7337 2.8775 -0.167
H 0.9275 0.9205 -0.1348 0.451
C 1.7761 1.2490 3.1868 -0.059
H 1.4281 4.2988 3.8192 0.400
Br -2.1391 0.5333 2.4456 -0.103
C 0.8886 -1.7995 -0.4744 -1.751
C -0.1974 -0.8021 -0.8779 2.352
```

=====

Entry 2:
Below is a structure of composition C2H2AgCl6F2V in a non-equilibrium geometry, with properties calculated with ωB97M-V with the def2-TZVPD basis set.

Calculated values
Energy above the lowest of the compared OMol25 structures with the same formula, charge and spin ... 12.53 kcal per mole
Spin multiplicity ... 5
Net charge ... +2
E_tot ... -112339.9376 eV
LUMO level (alpha / beta) ... -0.34252 / -0.49780 Eh

Structure (XYZ):
```
14
Properties=species:S:1:pos:R:3:mulliken_charge:R:1
Ag 0.6428 -3.0742 -1.0284 0.821
C 1.1796 2.1780 -1.7283 0.294
Cl 0.9184 2.2260 -3.4715 0.168
Cl 2.9580 2.1388 -1.4206 0.143
F -0.3051 -0.9122 -0.7936 -0.573
C -0.5726 -0.6085 2.8351 0.270
H 0.6997 1.3397 -1.2235 0.172
F -1.0578 -2.9254 -2.6344 -0.678
H -0.1637 -0.9436 1.8820 0.040
Cl -0.9708 1.1282 2.6242 -0.111
Cl 0.6718 -0.9436 4.0314 -0.076
Cl -2.0228 -1.5599 3.1191 -0.118
V -2.3493 -1.6890 -1.2184 1.474
Cl 0.3718 3.6457 -0.9732 0.175
```

=====

Entry 3:
Below is a cluster of 2 separate species, CO4S in total in a non-equilibrium geometry, with properties calculated with ωB97M-V with the def2-TZVPD basis set.

Calculated values
Energy above the lowest of the compared OMol25 structures with the same formula, charge and spin ... 3.07 kcal per mole
E_tot ... -20062.3679 eV
LUMO level ... -0.04184 Eh

Structure (XYZ):
```
6
Properties=species:S:1:pos:R:3:mulliken_charge:R:1
O -2.7383 0.2010 0.1550 -0.308
O -0.8396 -0.9232 -0.3756 -0.379
S 1.6511 0.1725 0.5373 0.753
O 2.1867 -0.7153 -0.4701 -0.366
C -1.7928 -0.3434 -0.1326 0.692
O 1.5330 1.6084 0.2860 -0.393
```

=====

Entry 4:
Below is a structure of composition C12H38INO22P5S2 in a non-equilibrium geometry, with properties calculated with ωB97M-V with the def2-TZVPD basis set.

Calculated values
Net charge ... -1
E_tot ... -135810.1871 eV
LUMO level ... -0.00325 Eh

Structure (XYZ):
```
81
Properties=species:S:1:pos:R:3:mulliken_charge:R:1
H -7.4700 1.9765 -1.1890 0.237
H 5.9232 -0.6234 1.6212 0.362
O -1.7693 0.3881 -0.2648 -0.449
C 5.1091 -1.1742 2.0937 -0.666
O -7.5874 1.1931 2.5131 -0.637
N 3.7738 -3.2511 -2.0049 -0.519
S 2.2107 -3.0093 -1.6505 0.891
H -0.9291 3.5891 2.5599 0.207
O -9.2674 2.9759 2.6356 -0.431
O 4.9934 -5.3885 -1.3832 -0.507
O -0.7868 0.6271 -5.2392 -0.657
P 1.2539 -4.7597 -0.7467 0.220
H -10.9051 2.3448 1.5252 0.224
O -0.6599 -0.0913 1.7209 -0.528
O 3.9914 -3.9841 0.4475 -0.572
C -3.3141 0.9587 3.5591 -0.593
O 1.3690 1.7631 -4.9532 -0.359
H 1.4118 -2.8990 -6.2482 0.245
C -10.4225 2.1549 2.4823 -0.561
C -0.5773 0.6654 -1.0094 -0.503
O 1.2516 -5.9640 -1.8789 -0.499
H 1.1769 -2.1021 -4.6776 0.401
H -6.2784 4.9031 1.5734 0.344
H -10.1708 1.0987 2.5686 0.306
P -7.9142 2.4897 1.8697 1.053
H 5.2486 0.6030 5.5753 0.223
S 4.6356 -3.9104 -0.8288 1.124
H 5.2629 -0.9909 6.3756 0.333
P 0.6101 0.5479 -5.7332 1.147
H 9.8801 -2.7996 5.0340 0.243
H 1.9161 -6.5750 -1.5374 0.358
H 6.3551 0.2978 6.9241 0.237
O 0.6613 -0.9709 -6.3856 -0.339
H 0.2139 3.6758 1.2099 0.273
P 6.6292 -1.8381 4.1816 1.017
O -6.4654 2.8623 1.1324 -0.201
H -3.3192 1.3441 4.5765 0.242
O 5.2678 -1.1493 3.5451 -0.267
H 1.2801 3.7140 -4.4173 0.235
H -4.7957 4.0676 1.0780 0.231
O -1.2872 2.3245 0.9612 -0.272
H -4.1590 1.3881 3.0157 0.181
H 0.2831 2.3002 2.3310 0.350
C -5.7104 3.9755 1.6578 -0.818
O -2.0638 1.3284 2.9481 -0.300
P -1.7975 0.8160 1.3388 0.979
C -0.3819 3.0001 1.8232 -0.678
C 8.9527 -2.2785 5.2685 -0.576
O 5.8829 -3.2201 -0.7334 -0.685
H -0.6127 0.0405 -1.8999 0.269
H -0.1728 3.1283 -5.2500 0.332
H 4.3799 -5.4952 -2.1244 0.384
H -7.6645 0.5963 -0.0771 0.340
H 0.3059 0.1075 -8.8195 0.224
H 2.5426 -1.6395 -5.7216 0.328
H -9.0029 1.0955 -1.1298 0.241
C -0.0743 0.9500 -8.2409 -0.648
C 5.8770 -0.1493 6.0524 -0.644
H 8.3987 -2.8558 6.0084 0.313
H 1.3243 3.4426 -6.1685 0.248
O 6.9025 -0.5656 5.1614 -0.322
C 0.9158 3.0811 -5.2254 -0.643
H 9.1927 -1.2944 5.6699 0.217
O 0.8209 1.2597 -7.1833 -0.343
C -8.1637 1.4507 -0.5344 -0.639
O 1.5468 -2.7859 -2.9239 -0.693
I -1.0168 -3.9522 -0.3942 -0.104
H -3.4146 -0.1285 3.5921 0.346
O 6.0829 -3.0183 4.8938 -0.643
H -1.0719 0.7187 -7.8650 0.320
H -0.1333 1.8216 -8.8929 0.241
O 8.2255 -2.1628 4.0547 -0.396
C 1.4998 -1.9595 -5.7087 -0.620
H -0.5460 1.7108 -1.3141 0.160
H 0.3119 0.4157 -0.4326 0.329
O -8.6801 2.3440 0.4522 -0.321
H -5.4536 3.7910 2.7034 0.370
H 5.0971 -2.1989 1.7266 0.316
O 2.0132 -1.8685 -0.8030 -0.487
H -11.1086 2.4234 3.2837 0.243
H 4.1660 -0.6967 1.8451 0.233
```

=====

Entry 5:
Below is a structure of composition C26H26F4N7Sr, with properties calculated with ωB97M-V with the def2-TZVPD basis set.

Calculated values
Net charge ... +1
E_tot ... -49518.8270 eV
LUMO level ... -0.09642 Eh

Structure (XYZ):
```
64
Properties=species:S:1:pos:R:3:mulliken_charge:R:1
H -4.3770 -2.2738 4.0904 0.412
C 1.2764 -1.3918 2.6448 0.198
C 0.4114 -2.2660 -0.9739 -1.555
C -0.5975 -2.5104 0.1074 0.523
C 2.7133 1.8444 -0.5636 -0.779
H 1.1284 -0.5764 -1.8309 0.207
C -3.6208 -2.6242 3.4014 -0.647
N 0.2400 -0.9184 -1.5032 0.081
H 2.3489 -4.3035 3.9820 0.523
N 2.0403 0.0074 0.8896 0.975
H -3.6461 -4.6125 4.2116 0.411
C 1.3590 3.7874 -0.8527 -1.277
H -1.8908 4.1125 -0.8570 0.436
C 3.1829 0.6787 0.3011 -1.551
C -2.1152 -2.2400 1.6099 0.605
H 1.3940 3.9052 1.7429 0.387
N -1.6490 1.0405 -3.9560 -0.068
H 2.3266 2.4258 2.0455 0.291
C -2.0642 3.8766 -1.8990 -0.406
C -3.0882 -1.7500 2.4754 -0.882
C -2.8488 4.5404 -4.0997 -0.435
C 2.2357 -1.0982 1.6545 -0.974
C -1.7673 2.6247 -2.4313 0.018
C 2.3029 -3.4340 3.3442 -0.623
H -3.2715 5.3115 -4.7287 0.402
H 2.3007 1.4721 -1.5092 0.311
H 3.8587 1.0605 1.0794 0.524
C 3.2651 -3.1910 2.3830 0.241
H -3.4261 -0.7222 2.4294 0.427
Sr -0.2464 0.7977 0.5617 1.874
F 0.2695 -0.4721 2.8106 -0.572
H -1.6451 -1.3948 -2.2295 0.300
C -1.7143 -3.5741 1.6892 0.701
N -1.3917 -1.5917 0.6052 -0.239
H -2.8494 5.8033 -2.3632 0.411
F 4.1950 -1.9729 0.6090 -0.393
C -2.6041 4.8227 -2.7473 -0.790
H 0.9924 3.3953 -1.8013 0.349
H -0.4291 -1.2776 -3.5018 0.396
H -0.1962 -4.5329 0.5064 0.238
H 0.5875 4.4243 -0.4197 0.322
F 4.2545 -4.0752 2.2081 -0.326
F 0.3286 -2.6452 4.3757 -0.371
C -2.2446 -4.4645 2.6126 -1.173
H 3.0781 3.8024 1.2101 0.316
C -3.2043 -3.9617 3.4697 -0.472
C -1.1906 0.5786 -2.7680 -0.489
H 3.5872 2.4575 -0.8278 0.439
H 1.4129 -2.3499 -0.5498 0.281
H 0.3168 -3.0380 -1.7487 0.482
N 1.6727 2.6847 0.0592 0.503
H 3.8093 0.0502 -0.3402 0.354
H -1.9248 -5.4959 2.6718 0.441
C -2.5686 3.3014 -4.6399 -1.052
C 1.2937 -2.4946 3.4612 0.391
C 2.1491 3.2314 1.3345 -1.149
N -1.2305 1.4857 -1.8257 0.285
H 2.2435 4.4071 -1.0484 0.375
H -2.7677 3.0858 -5.6808 0.419
C -2.0297 2.3575 -3.7748 0.722
C -0.7666 -0.8326 -2.5582 -0.531
N -0.7527 -3.7174 0.7007 0.128
H -1.6988 0.5084 -4.8083 0.254
C 3.2426 -2.0779 1.5602 0.800
```

=====

Entry 6:
Below is a cluster of 3 separate species, C4H16N2O2 in total in a non-equilibrium geometry, with properties calculated with ωB97M-V with the def2-TZVPD basis set.

Calculated values
Energy above the lowest of the compared OMol25 structures with the same formula, charge and spin ... 41.68 kcal per mole
Spin multiplicity ... 2
Net charge ... +1
E_tot ... -11473.2526 eV
LUMO level (alpha / beta) ... -0.11230 / -0.28644 Eh

Structure (XYZ):
```
24
Properties=species:S:1:pos:R:3:mulliken_charge:R:1
H -0.0992 -1.9281 -2.4227 0.380
H -2.2021 5.6255 3.0986 0.328
H -2.6868 -0.4904 -2.0690 0.270
N 0.7427 -1.7618 -0.0753 -0.639
H 0.3096 2.2508 -1.1390 0.331
O 3.3447 -2.4984 6.1494 -0.635
H -1.8317 -0.6970 -3.4933 0.304
H 2.5712 -2.2268 6.6589 0.321
H 2.9463 -3.2620 5.7162 0.313
H -0.7859 -0.0955 -0.2907 0.446
H -1.4442 -2.4483 -1.2045 0.349
C -0.0026 -0.7169 -0.7258 0.086
N -1.8462 -0.8743 -2.4935 -0.161
H 1.6184 -1.8756 -0.6093 0.300
O -2.1833 4.6884 3.2936 -0.645
H 1.1599 -1.4456 0.8000 0.308
H 1.1730 -0.2015 -2.5771 0.314
H 0.8279 2.0158 -2.7710 0.393
C 0.8999 0.1976 -1.5769 -0.543
C 0.2624 1.5181 -1.9711 -1.215
C -0.9330 -1.6455 -1.7759 -0.650
H 1.9029 0.2397 -1.1603 0.476
H -0.7216 1.3415 -2.4431 0.253
H -3.0223 4.2904 3.0818 0.317
```

=====

Entry 7:
Below is a structure of composition C33H44MoN7O7S4, with properties calculated with ωB97M-V with the def2-TZVPD basis set.

Calculated values
Energy above the lowest of the compared OMol25 structures with the same formula, charge and spin ... 0.00 kcal per mole
Spin multiplicity ... 3
Net charge ... +1
E_tot ... -104893.1392 eV
LUMO level (alpha / beta) ... -0.14791 / -0.12891 Eh

Structure (XYZ):
```
96
Properties=species:S:1:pos:R:3:mulliken_charge:R:1
O 1.5077 -0.5368 0.3735 0.513
O 2.2075 -4.6793 2.3776 -0.652
C 0.2040 -6.9667 -1.8605 -0.674
C 1.3353 -0.9384 -5.2087 -0.988
C -0.3451 1.4199 -2.8017 -0.066
C 4.6610 2.2334 3.4247 0.275
C 6.1782 3.8400 4.3348 -0.772
Mo -0.3588 -0.2088 -0.0488 0.392
H 6.8495 4.1483 5.1263 0.378
N -0.8616 2.5942 -2.8263 -0.243
H -2.9200 0.4225 -0.7880 0.232
S 3.8650 0.6687 3.5319 1.244
O 3.9632 0.1908 4.8762 -0.790
C -1.7496 5.6228 -1.0031 -0.725
H -1.2382 5.4123 -5.3177 0.342
H -3.3929 6.9391 -0.5997 0.408
N 4.7710 -0.3419 2.6179 -0.311
O 2.4898 -1.7925 -1.2043 -0.500
H -0.6961 2.3412 -5.2857 0.355
H 1.3957 -0.7721 -7.3448 0.400
H -0.0026 2.3692 1.0121 0.311
H -0.4940 -1.8760 1.8862 0.157
O -0.1789 0.6603 -1.7367 -0.712
C 0.9126 -7.1687 0.4486 -0.747
H 5.3555 -0.8179 0.6949 0.548
H 3.9373 -2.6707 0.7588 0.545
N 0.1663 1.4421 1.3932 0.331
N 0.3701 -3.3926 1.2008 -0.376
H -2.1114 4.1032 -4.5196 0.223
C 5.5263 2.6213 4.4353 -0.518
H 1.1682 1.3122 1.5483 0.114
O 2.5738 0.8206 2.8961 -0.552
H -2.9573 6.8881 -2.3022 0.294
H 0.0440 -7.4335 -2.8224 0.418
O -0.1656 -5.0488 2.9897 -0.683
C 0.8833 -0.3803 -4.0226 -0.014
H -0.4751 6.2145 -3.0212 0.437
C -2.4650 -1.3077 1.9797 -0.764
H 6.1229 6.7261 2.6134 0.374
H 1.2960 -7.7556 1.2710 0.480
C -1.7380 5.1178 -4.3948 -1.004
C 0.6309 -5.8284 0.5882 0.067
C 2.4335 -1.4227 -0.0635 -0.198
H -0.4201 -5.0112 -2.5263 0.473
H -0.0540 1.8859 3.4571 0.583
C 0.1453 0.8014 -4.0561 0.476
C -3.0587 6.2828 -1.4028 -1.080
H 0.0897 1.3235 -7.4014 0.432
C -0.0609 -5.6120 -1.7017 -0.771
N -1.2883 4.6346 -1.9833 0.076
C -0.4797 -0.1821 3.0303 -0.536
H 7.6388 5.8367 2.5318 0.296
H -2.5874 -2.3462 1.6647 0.338
H -2.5866 5.7820 -4.2450 0.341
C -0.1319 1.4193 -5.2755 -0.332
C 0.3117 0.8495 -6.4549 -0.697
C 1.0460 -0.3296 -6.4213 -0.384
H 1.9166 -1.8500 -5.1817 0.486
H -1.8602 5.1193 -0.0485 0.362
H 4.0502 0.3336 0.8057 0.192
H 2.8705 -1.9183 1.9513 0.227
H -1.0290 -0.4095 3.9448 0.506
C -0.7488 5.1830 -3.2415 -0.682
C 6.7268 5.9716 3.1157 -1.463
C -3.2479 -0.3727 1.0819 -0.408
H -3.2080 0.6509 1.4562 0.179
H 3.7348 2.7611 1.5578 0.288
S -0.6013 -2.4628 -1.1127 -0.378
H 0.5613 -0.4836 3.1663 0.247
C 0.6844 -7.7332 -0.8029 -0.547
C 5.9839 4.6734 3.2385 0.855
H 1.1258 -0.8558 -3.0813 0.352
S -2.0978 2.6751 -0.3790 -0.523
H 0.1632 4.6470 -3.4947 0.450
H 0.8902 -8.7835 -0.9563 0.418
H -2.8084 -1.2316 3.0122 0.381
C -1.3626 3.3223 -1.7743 0.449
C 0.0136 -3.6366 -0.0179 1.085
C 4.4286 -0.5982 1.2256 -0.769
H 4.9225 4.9124 1.3906 0.391
C 0.1575 -5.0524 -0.4561 0.454
H -1.5574 1.6355 2.5551 0.307
S 0.8344 -4.7864 1.9977 1.134
H 7.0148 6.3561 4.0927 0.382
H -2.8332 -1.2364 -0.7410 0.351
H -4.2971 -0.6671 1.0203 0.526
H 5.1255 -1.1159 3.1638 0.329
N -2.6022 -0.3805 -0.2438 -0.332
H 5.6779 1.9790 5.2911 0.483
C 5.0974 4.2668 2.2424 -0.852
C -0.5304 1.2864 2.6800 -0.770
C 4.4323 3.0578 2.3299 -0.382
C 3.4227 -1.7492 1.0291 -0.579
N -1.0186 -0.9833 1.8987 0.419
H -3.8299 5.5313 -1.5721 0.291
H -0.9533 6.3636 -0.9027 0.376
```

=====

Entry 8:
Below is a cluster of 10 separate species, C14H24N2O26 in total in a non-equilibrium geometry, with properties calculated with ωB97M-V with the def2-TZVPD basis set.

Calculated values
Net charge ... -6
E_tot ... -71107.6614 eV
LUMO level ... 0.35515 Eh

Structure (XYZ):
```
66
Properties=species:S:1:pos:R:3:mulliken_charge:R:1
O 10.4693 8.2053 -14.6343 -0.482
H 6.5461 3.0610 -20.4286 0.560
O 8.0393 10.1077 -14.0028 -0.620
O 14.4929 6.7755 -17.2875 -0.884
C 5.4585 2.0812 -15.4155 0.673
C 12.1969 4.4231 -21.5207 0.714
C 6.0570 4.0773 -11.9641 0.606
O 7.0649 6.9646 -19.7088 -0.371
H 11.7666 10.0179 -16.6773 0.736
H 12.6375 6.7904 -19.5387 0.203
C 12.1832 5.9298 -15.0443 -0.526
O 13.1128 4.7712 -22.2921 -0.799
O 6.5719 8.4811 -14.5894 -0.788
H 7.2405 4.2747 -17.7392 0.330
H 11.5508 8.5813 -17.6444 0.118
O 7.6663 9.5044 -18.5031 -0.450
C 6.6914 4.6754 -16.8873 -0.784
O 4.7074 2.2493 -21.2448 -0.798
H 13.1968 7.8546 -14.6831 0.364
H 6.4896 5.4940 -12.9088 0.238
H 11.5431 5.7219 -15.9015 0.123
N 7.2824 6.0986 -16.7816 0.331
O 11.8874 3.2221 -21.2666 -0.797
H 8.8276 10.3651 -14.5070 0.370
H 10.1334 9.3012 -17.0009 -0.057
O 5.8100 0.3300 -21.2579 -0.853
H 10.8107 4.5518 -20.6825 0.276
H 6.9917 4.1043 -16.0139 0.349
H 10.6289 6.7129 -17.4320 -1.089
H 6.4453 2.1952 -13.9863 0.328
O 11.2405 5.3395 -21.0896 -0.395
C 7.5789 9.1705 -14.8378 0.353
O 14.8080 6.9469 -19.4938 -0.745
O 4.5687 2.6898 -14.7529 -0.760
H 13.1139 5.3739 -15.1268 0.353
O 5.3059 4.8701 -11.3188 -0.839
O 12.7773 6.6065 -18.5894 -0.228
O 6.6777 4.8935 -20.6015 -0.792
O 5.3047 1.7578 -16.6098 -0.739
O 6.7113 4.5597 -13.0501 -0.178
C 5.6954 1.5297 -20.8902 0.657
O 6.5899 1.6175 -14.7637 -0.525
H 11.6842 5.7199 -14.1035 0.332
C 11.1796 9.1010 -16.7558 -0.569
H 9.6915 5.7273 -18.6191 0.448
O 9.7301 10.3884 -18.7298 -0.829
O 6.7659 2.1175 -20.2481 -0.417
O 7.0169 6.6862 -21.8942 -0.817
C 14.1181 6.6552 -18.4969 0.629
C 6.9589 6.0921 -20.7893 0.619
H 5.6396 4.8557 -17.0775 0.402
H 9.2508 7.2800 -18.3092 -0.599
H 7.2049 7.7335 -20.3030 0.142
O 9.2748 5.5364 -15.6207 -0.632
H 7.0233 6.6084 -17.6599 0.384
C 8.7139 9.8209 -19.2590 0.580
H 12.9901 7.5220 -16.2146 0.084
O 8.2182 9.0279 -15.9346 -0.395
C 8.7705 6.0268 -16.5985 0.220
C 9.6413 6.4115 -17.7702 1.279
H 6.8489 6.7192 -16.0868 0.382
H 7.9274 9.5190 -17.5745 0.523
O 6.2447 2.8874 -11.6282 -0.785
C 11.3172 8.2572 -15.4935 0.345
O 8.6710 9.5331 -20.4759 -0.735
N 12.5308 7.4001 -15.3013 0.230
```

=====

Q: Number 3 is which compound?
A: CO4S